(1)
Entry from OMol25: the ion C8H19NO2P with charge -1 (the ωB97M-V functional and the def2-TZVPD basis).

Computed properties:
total charge	-1
spin multiplicity	1
lowest unoccupied orbital energy	3.61	eV
molar mass	192.22	g mol⁻¹
SMILES	CCN(CC)[P@@](=O)([O-])C(C)(C)C

Last column: Löwdin charge in e.
Element x y z (Å)
C -2.625 1.047 -0.102  -0.087
C -1.371 1.118 -1.023  -0.281
N -0.153 0.975 -0.302  -0.230
C 0.372 1.979 0.611  -0.307
C 0.837 3.228 -0.142  -0.114
P 0.999 -0.174 -0.866  0.301
O 0.597 -0.556 -2.206  -0.333
O 2.359 0.333 -0.589  -0.336
C 0.639 -1.730 0.115  -0.635
C -0.770 -2.215 -0.130  -0.106
C 1.703 -2.762 -0.273  -0.096
C 0.645 -1.498 1.652  -0.104
H -2.676 2.068 0.493  0.098
H -3.598 0.909 -0.549  0.052
H -2.476 0.291 0.523  -0.014
H -1.161 0.235 -1.615  0.076
H -1.564 2.050 -1.548  0.097
H 1.317 1.697 1.096  0.078
H -0.417 2.224 1.517  0.140
H -0.053 3.904 -0.180  0.068
H 1.706 3.540 0.405  0.054
H 1.144 3.057 -1.150  0.062
H -1.456 -1.656 0.325  0.005
H -0.861 -2.145 -1.201  0.063
H -0.916 -3.348 0.027  0.108
H 2.697 -2.154 -0.072  0.107
H 1.553 -2.858 -1.391  0.093
H 1.510 -3.527 0.446  0.049
H 1.558 -0.843 2.000  0.107
H -0.140 -0.795 2.017  0.072
H 0.600 -2.395 2.112  0.014

---

(2)
Entry from OMol25: a cluster of 3 separate species, C35H61F6I3N5O7S in total (the ωB97M-V functional and the def2-TZVPD basis).

Computed properties:
total charge	+1
spin multiplicity	1
lowest unoccupied orbital energy	-3.09	eV
molar mass	1190.67	g mol⁻¹

Last column: Löwdin charge in e.
Element x y z (Å)
C -2.568 1.514 5.882  -0.006
C -2.069 3.001 6.175  -0.425
O -1.994 3.361 7.363  0.084
O -1.690 3.936 5.177  -0.087
C -0.228 3.907 4.967  -0.141
C -0.006 3.190 3.550  -0.159
C 1.498 2.682 3.299  -0.193
C 1.595 1.121 2.975  -0.197
C 0.966 0.798 1.505  -0.165
C 0.541 -0.760 1.476  -0.096
N -0.928 -0.979 1.507  -0.016
C -1.594 -0.722 2.837  -0.098
C -1.269 -1.864 3.923  -0.223
C -2.606 -2.273 4.705  -0.571
S -2.366 -3.695 5.890  0.666
C -1.583 -1.394 0.439  -0.272
N -3.033 -1.708 0.373  0.097
C -2.920 -3.127 -0.178  -0.171
C -2.259 -3.890 1.077  -0.122
C -3.015 -5.338 1.187  -0.310
C -4.110 -5.389 2.350  -0.601
I -4.350 -7.531 2.851  0.710
C -2.078 -2.832 -1.499  -0.284
C -3.247 -2.310 -2.506  -0.105
C -4.247 -3.452 -2.990  -0.194
C -5.530 -2.843 -3.784  -0.179
C -6.430 -1.876 -2.888  -0.294
N -7.061 -2.529 -1.700  -0.023
N -1.082 -3.800 -2.012  -0.035
C -0.783 -3.668 -3.465  -0.070
C -1.380 -5.217 -1.764  -0.368
C -2.373 -6.167 -2.564  -0.001
O -0.724 -5.771 -0.836  0.052
N -1.164 -1.748 -0.924  -0.022
C -0.717 -0.686 -1.863  -0.674
I -1.572 1.244 -1.170  0.897
C 0.907 -0.513 -1.993  -0.725
C 1.699 -1.904 -1.987  -0.172
I 1.190 0.344 -4.026  0.837
H -1.773 0.787 6.250  0.094
H -2.819 1.354 4.785  0.068
H -3.514 1.290 6.493  0.106
H 0.085 5.008 4.943  0.147
H 0.275 3.337 5.813  0.137
H -0.730 2.317 3.450  0.085
H -0.254 3.925 2.714  0.124
H 1.923 3.243 2.404  0.109
H 2.143 2.972 4.200  0.121
H 1.052 0.524 3.800  0.104
H 2.702 0.806 2.983  0.126
H 1.818 1.024 0.782  0.093
H 0.086 1.508 1.395  0.062
H 1.087 -1.362 0.671  0.129
H 0.939 -1.185 2.472  0.135
H -1.095 0.236 3.232  0.104
H -2.705 -0.514 2.743  0.134
H -0.480 -1.521 4.672  0.118
H -0.837 -2.809 3.424  0.115
H -3.430 -2.552 3.967  0.064
H -2.945 -1.370 5.309  0.061
H -3.623 -4.318 5.898  -0.108
H -3.548 -1.619 1.257  0.116
H -3.981 -3.522 -0.232  0.150
H -1.140 -4.071 0.992  0.125
H -2.476 -3.387 2.091  0.085
H -3.410 -5.605 0.155  0.092
H -2.175 -6.085 1.430  0.092
H -5.141 -5.046 2.018  0.054
H -3.692 -4.831 3.248  0.018
H -3.881 -1.482 -2.040  0.107
H -2.807 -1.841 -3.464  0.125
H -4.678 -4.111 -2.172  0.097
H -3.712 -4.097 -3.781  0.095
H -6.119 -3.683 -4.282  0.120
H -5.084 -2.189 -4.620  0.117
H -7.295 -1.525 -3.565  0.124
H -5.840 -0.926 -2.643  0.105
H -7.985 -2.072 -1.588  0.074
H -6.525 -2.188 -0.885  0.053
H 0.099 -4.380 -3.680  0.130
H -1.617 -3.989 -4.170  0.087
H -0.436 -2.639 -3.798  0.073
H -2.147 -7.255 -2.285  0.111
H -2.395 -5.977 -3.682  0.081
H -3.429 -5.967 -2.151  0.080
H -1.081 -0.790 -2.929  0.017
H 1.311 0.273 -1.288  0.016
H 2.790 -1.661 -1.737  0.090
H 1.649 -2.382 -3.019  0.049
H 1.307 -2.572 -1.154  0.071
C 7.875 3.724 -0.334  -0.054
C 6.586 4.325 0.189  -0.194
O 5.460 3.861 -0.577  0.020
C 4.986 2.645 -0.250  -0.372
O 5.441 1.949 0.618  0.165
C 3.767 2.297 -1.103  -0.504
F 3.947 2.573 -2.408  0.143
F 2.671 2.986 -0.719  0.148
F 3.440 0.985 -1.037  0.114
H 7.986 3.924 -1.402  0.082
H 8.736 4.138 0.195  0.089
H 7.883 2.639 -0.211  0.079
H 6.615 5.411 0.076  0.130
H 6.444 4.116 1.253  0.127
C 5.608 4.905 -4.906  -0.057
C 4.867 5.897 -4.034  -0.204
O 5.754 6.924 -3.566  0.018
C 6.006 7.925 -4.433  -0.370
O 5.544 7.995 -5.539  0.173
C 6.921 8.966 -3.793  -0.518
F 7.960 8.406 -3.141  0.153
F 6.262 9.720 -2.889  0.158
F 7.446 9.814 -4.690  0.165
H 6.474 4.500 -4.375  0.080
H 4.953 4.081 -5.195  0.081
H 5.986 5.381 -5.813  0.080
H 4.481 5.387 -3.148  0.113
H 4.009 6.332 -4.554  0.129

---

(3)
Entry from OMol25: the molecule C6H9NS (the ωB97M-V functional and the def2-TZVPD basis).

Computed properties:
spin multiplicity	1
lowest unoccupied orbital energy	0.91	eV
molar mass	127.21	g mol⁻¹
SMILES	C#C[C@H](S)[C@@H]1C[C@@H]1N

Last column: Löwdin charge in e.
Element x y z (Å)
C -0.991 -1.850 -2.095  0.108
C -0.030 -1.487 -1.415  -0.126
C 1.034 -0.834 -0.531  -0.620
S 1.284 -1.764 1.003  0.758
C 0.723 0.660 -0.404  -0.274
C 0.838 1.429 0.857  -0.106
C -0.526 1.128 0.311  -0.353
N -1.231 0.141 1.048  0.025
H -1.649 -1.906 -2.898  0.005
H 2.025 -0.843 -0.924  0.077
H 0.096 -1.466 1.550  -0.139
H 0.925 1.163 -1.321  0.129
H 1.191 2.472 0.811  0.110
H 0.991 0.893 1.804  0.093
H -1.040 2.082 -0.052  0.154
H -1.784 0.485 1.828  0.097
H -1.857 -0.302 0.426  0.061

---

(4)
Entry from OMol25: a cluster of 2 separate species, C2H3ClFN in total (the ωB97M-V functional and the def2-TZVPD basis).

Computed properties:
spin multiplicity	1
lowest unoccupied orbital energy	0.52	eV
molar mass	95.50	g mol⁻¹
SMILES	N#CCl.CF

Last column: Löwdin charge in e.
Element x y z (Å)
N 0.770 3.160 0.847  0.097
C 1.573 2.395 1.103  -0.802
Cl 2.757 1.411 1.724  0.714
C -1.753 0.972 -0.525  -0.127
F -0.309 1.070 -0.513  -0.210
H -2.276 1.692 -1.259  0.056
H -2.048 1.419 0.697  0.146
H -2.188 -0.174 -0.928  0.126

---

(5)
Entry from OMol25: the molecule C2H6OS2 (the ωB97M-V functional and the def2-TZVPD basis).

Computed properties:
spin multiplicity	1
lowest unoccupied orbital energy	0.45	eV
molar mass	110.20	g mol⁻¹

Last column: Löwdin charge in e.
Element x y z (Å)
C -1.971 -0.519 0.157  -0.422
C 0.338 1.125 -0.092  -0.513
H -2.377 0.295 -0.432  0.020
H -2.392 -1.430 -0.246  0.023
H -2.039 -0.427 1.281  0.064
H -0.383 1.834 0.262  0.093
H 2.338 0.352 0.354  -0.149
H 3.071 -1.067 -0.861  -0.207
O 1.495 1.394 -0.135  -0.156
S -0.261 -0.592 -0.358  0.712
S 2.182 -0.964 0.069  0.534

---

(6)
Entry from OMol25: a structure of composition C41H43Cl8O5PPbS5 (the ωB97M-V functional and the def2-TZVPD basis).

Computed properties:
total charge	-2
spin multiplicity	1
lowest unoccupied orbital energy	3.45	eV
molar mass	1297.92	g mol⁻¹

Last column: Löwdin charge in e.
Element x y z (Å)
Pb -2.014 -1.843 1.840  1.337
Cl -4.551 -4.207 3.255  0.690
C -5.027 -3.253 1.876  -0.677
C -4.256 -2.240 1.356  -0.366
C -4.712 -1.384 0.371  -0.733
Cl -3.718 -0.058 -0.016  0.738
C -6.038 -1.568 -0.078  -0.681
Cl -6.810 -0.266 -0.920  0.635
C -6.770 -2.711 0.268  -0.718
Cl -8.384 -2.937 -0.251  0.652
C -6.251 -3.616 1.225  -0.683
Cl -7.031 -5.101 1.673  0.625
O 4.481 -5.060 -1.988  -0.133
C 3.299 -4.864 -1.811  -1.072
S 2.787 -3.706 -0.589  0.855
C 1.063 -4.201 -0.261  -1.049
C 0.513 -5.216 -1.356  -1.091
S -0.899 -4.852 -2.411  0.311
S 1.956 -5.898 -2.399  0.846
S 0.307 -2.587 0.011  0.320
Cl -2.188 0.324 6.121  0.542
C -3.040 1.032 4.635  -1.448
Cl -2.564 2.690 4.495  0.600
Cl -4.819 0.972 4.814  0.594
C -2.720 -0.012 3.546  -0.889
O -3.368 -1.105 3.606  -0.203
O -1.835 0.316 2.717  -0.175
O -0.573 -3.267 3.865  -0.597
S 0.279 -4.440 3.585  0.970
C 1.939 -3.816 3.485  -0.396
C 3.012 -4.606 3.822  -0.100
C 4.320 -4.100 3.826  -0.083
C 4.547 -2.731 3.525  -0.086
C 3.455 -1.957 3.130  -0.068
C 2.150 -2.504 3.129  -0.078
C -0.156 -5.058 1.945  -0.363
C -1.484 -5.271 1.899  -0.154
C -2.073 -6.042 0.818  -0.095
C -1.314 -6.560 -0.163  -0.138
C 0.135 -6.275 -0.269  -0.349
C 0.777 -5.397 0.843  -0.231
H 2.836 -5.656 4.084  0.108
H 5.131 -4.682 4.153  0.072
H 5.602 -2.507 3.343  0.096
H 3.546 -0.886 2.987  0.092
H 1.311 -1.812 2.884  0.102
H -2.178 -4.801 2.588  0.023
H -3.139 -6.229 0.918  0.093
H -1.728 -7.255 -0.971  0.116
H 0.620 -7.280 -0.392  0.130
H 1.720 -5.855 1.135  0.127
O -0.027 1.280 -1.261  -0.347
P 0.652 2.640 -1.487  0.858
C 2.176 2.892 -0.559  -0.341
C 2.696 4.391 -0.423  -0.187
C 2.538 5.140 0.904  -0.219
C 3.086 4.294 2.034  -0.218
C 2.328 2.959 2.150  -0.174
C 2.196 2.165 0.803  -0.155
C 0.966 2.849 -3.373  -0.327
C 0.246 1.726 -4.141  -0.191
C 1.030 0.388 -4.087  -0.179
C 2.448 0.585 -4.489  -0.250
C 3.213 1.620 -3.734  -0.212
C 2.446 2.953 -3.785  -0.194
C -0.479 3.994 -0.926  -0.337
C -1.853 3.458 -0.468  -0.179
C -2.916 3.436 -1.574  -0.189
C -3.002 4.813 -2.262  -0.199
C -1.640 5.356 -2.820  -0.192
C -0.488 5.277 -1.799  -0.208
H 2.922 2.422 -1.181  0.075
H 2.277 5.018 -1.204  0.077
H 3.778 4.387 -0.614  0.111
H 1.492 5.458 1.053  0.104
H 3.152 6.068 0.799  0.115
H 3.160 4.814 2.977  0.093
H 4.159 4.017 1.824  0.124
H 1.292 3.075 2.525  0.114
H 2.865 2.319 2.826  0.090
H 1.293 1.509 0.824  0.113
H 3.077 1.547 0.745  0.102
H 0.454 3.763 -3.645  0.070
H -0.017 2.070 -5.168  0.116
H -0.767 1.662 -3.735  0.093
H 0.540 -0.437 -4.618  0.122
H 0.963 -0.005 -3.062  0.112
H 2.504 0.826 -5.537  0.101
H 3.019 -0.354 -4.431  0.123
H 4.257 1.768 -4.167  0.126
H 3.380 1.173 -2.733  0.114
H 2.420 3.339 -4.794  0.105
H 2.930 3.716 -3.083  0.108
H -0.028 4.342 0.012  0.090
H -2.128 4.096 0.375  0.115
H -1.793 2.388 -0.158  0.093
H -3.911 3.292 -1.190  0.099
H -2.722 2.709 -2.347  0.106
H -3.367 5.525 -1.525  0.102
H -3.724 4.805 -3.036  0.083
H -1.768 6.448 -3.158  0.118
H -1.383 4.842 -3.775  0.099
H -0.559 6.139 -1.075  0.123
H 0.468 5.385 -2.321  0.081